(1)
{"formula": "C21H27N3O7S", "method": "ωB97M-V with the def2-TZVPD basis set", "homo_energy_ev": -8.95, "multiplicity": 1, "charge": 0, "smiles": "COCCCNC(=O)c1c[nH]c2ccc(S(=O)(=O)N3CCC4(CC3)OCCO4)cc2c1=O", "relative_energy_kcal_mol": 32.55, "symbols": ["C", "O", "C", "C", "H", "C", "N", "C", "O", "C", "C", "N", "C", "C", "C", "C", "C", "C", "C", "O", "H", "S", "O", "O", "N", "C", "C", "H", "H", "C", "C", "C", "H", "H", "H", "H", "O", "C", "H", "C", "H", "O", "H", "H", "H", "H", "H", "H", "H", "H", "H", "H", "H", "H", "H", "H", "H", "H", "H"], "coordinates": [[6.866351, -0.908906, 4.236215], [6.555593, 0.376097, 4.731879], [6.586368, 1.400279, 3.769216], [5.547839, 1.249760, 2.652592], [5.787668, 0.375369, 2.045589], [4.141277, 1.063379, 3.230385], [3.199342, 0.625691, 2.228225], [3.148878, -0.653923, 1.831645], [3.831448, -1.546239, 2.315544], [2.158708, -0.947798, 0.745172], [2.030184, -2.256670, 0.396223], [1.176767, -2.692038, -0.549034], [0.371958, -1.822239, -1.236763], [-0.535307, -2.294463, -2.192805], [-1.367057, -1.410559, -2.838277], [-1.278540, -0.050659, -2.563871], [-0.363447, 0.433941, -1.665639], [0.465529, -0.447544, -0.965855], [1.367393, 0.071931, 0.075348], [1.406583, 1.271906, 0.341375], [-0.267613, 1.492540, -1.483664], [-2.462656, 1.053779, -3.338254], [-3.001993, 0.386556, -4.487736], [-1.852156, 2.337864, -3.494136], [-3.715069, 1.243754, -2.266672], [-4.652940, 0.165075, -2.109016], [-4.268316, -0.796873, -0.977175], [-3.516407, -1.510583, -1.314601], [-5.145033, -1.348120, -0.637512], [-3.680218, -0.059368, 0.235873], [-4.018393, 1.440814, 0.177152], [-3.480910, 2.076425, -1.104198], [-2.406227, 2.243724, -1.021433], [-3.961299, 3.049610, -1.262396], [-3.586924, 1.950254, 1.038979], [-5.103397, 1.532918, 0.234496], [-2.282285, -0.274725, 0.284654], [-1.888736, -0.226977, 1.638979], [-1.137636, -1.003653, 1.797280], [-3.193910, -0.485218, 2.424083], [-3.439509, 0.353875, 3.085258], [-4.179767, -0.639521, 1.425473], [-3.162858, -1.406993, 3.007677], [-1.450847, 0.747569, 1.882595], [-4.684660, -0.356057, -3.065854], [-5.641046, 0.596419, -1.918827], [-2.085268, -1.739716, -3.572874], [-0.584523, -3.353439, -2.402112], [1.113412, -3.678609, -0.759478], [2.636015, -2.994400, 0.905209], [2.656649, 1.303980, 1.700222], [3.778580, 1.994038, 3.669353], [4.187296, 0.296070, 4.008557], [5.586476, 2.131181, 2.010772], [6.396162, 2.316555, 4.334928], [7.589926, 1.465594, 3.318151], [7.801013, -0.892226, 3.662647], [6.064556, -1.314453, 3.611551], [6.992765, -1.545066, 5.110565]], "forces_ev_per_a": [[0.0, 0.0, 0.0], [-0.1, 0.0, 0.2], [0.0, 0.2, -0.3], [0.0, -0.2, 0.5], [0.0, 0.0, -0.1], [0.4, -0.3, 0.0], [-0.1, 0.3, 0.0], [-0.3, 0.2, -0.1], [0.2, -0.3, 0.2], [0.0, -0.1, 0.0], [0.1, 0.2, 0.2], [0.1, -0.4, 0.0], [-0.3, 0.6, -0.2], [-0.1, 0.0, 0.0], [0.1, -0.3, 0.0], [-0.3, 0.6, -0.3], [0.1, 0.0, -0.1], [-0.1, -0.2, -0.2], [0.0, -0.3, 0.0], [-0.1, 0.1, -0.1], [0.0, 0.1, 0.1], [-0.3, 0.2, 0.0], [0.0, -0.3, 0.2], [0.2, 0.0, 0.4], [0.9, -0.1, -0.8], [-0.3, -0.6, 0.0], [0.1, 0.2, 0.2], [-0.1, 0.0, 0.0], [0.0, 0.0, 0.0], [-0.3, 0.1, -0.2], [0.3, -0.5, -0.1], [0.1, 0.6, 0.4], [-0.1, 0.1, 0.2], [0.2, -0.1, 0.1], [0.0, 0.1, 0.0], [0.0, 0.0, 0.0], [-0.3, 0.0, -0.2], [0.1, 0.1, 0.3], [0.0, 0.1, 0.0], [0.2, 0.1, 0.2], [0.0, -0.1, 0.0], [-0.2, -0.1, -0.2], [0.0, 0.1, 0.0], [0.0, -0.1, 0.0], [-0.3, 0.0, 0.1], [0.1, 0.0, -0.1], [0.0, -0.1, -0.1], [0.0, -0.1, 0.0], [0.1, 0.2, 0.1], [0.0, 0.0, 0.0], [0.0, -0.2, 0.0], [0.0, -0.1, 0.0], [0.0, 0.2, 0.0], [0.0, 0.0, -0.1], [0.1, 0.0, -0.1], [-0.1, 0.0, 0.1], [0.0, 0.0, 0.0], [0.0, 0.0, 0.0], [0.0, -0.1, -0.1]]}


(2)
{"formula": "C21H27N4O2SbSe4SiY", "method": "ωB97M-V with the def2-TZVPD basis set", "homo_energy_ev": -3.51, "multiplicity": 1, "charge": -1, "relative_energy_kcal_mol": 0.00, "symbols": ["Y", "O", "C", "C", "C", "C", "N", "C", "C", "C", "C", "C", "C", "O", "C", "C", "N", "H", "H", "H", "H", "H", "H", "H", "H", "H", "H", "H", "H", "C", "C", "C", "C", "C", "C", "N", "N", "Si", "C", "C", "C", "H", "H", "H", "H", "H", "H", "H", "H", "H", "H", "H", "H", "H", "H", "H", "Se", "Sb", "Se", "Se", "Se"], "coordinates": [[0.202551, -0.126762, 0.152144], [-6.606361, 0.601390, 2.731261], [-5.903488, -0.632459, 2.698828], [-4.582137, -0.501536, 1.994242], [-3.929278, -1.627894, 1.555081], [-2.641251, -1.499582, 1.064054], [-2.043955, -0.324781, 0.910147], [-2.674319, 0.782222, 1.340256], [-3.946842, 0.728247, 1.870772], [-1.975084, 2.074204, 1.095424], [-2.602024, 3.298121, 1.328390], [-1.947247, 4.473978, 1.035907], [-2.578578, 5.813105, 1.323785], [-3.989231, 5.781555, 1.403715], [-0.671104, 4.404500, 0.481102], [-0.141834, 3.162240, 0.225089], [-0.788455, 2.024182, 0.482634], [-6.886689, 0.773042, 3.630942], [-6.508452, -1.396319, 2.202429], [-5.685653, -0.989908, 3.709700], [-4.366740, -2.610981, 1.665750], [-2.074029, -2.372903, 0.765733], [-4.450638, 1.611192, 2.227633], [-3.581794, 3.341148, 1.776649], [-2.238044, 6.537400, 0.575421], [-2.231850, 6.164843, 2.296971], [-4.338491, 5.461698, 0.566262], [-0.109543, 5.297337, 0.240489], [0.833681, 3.060805, -0.237034], [3.745809, 1.725027, -0.200449], [3.293917, 0.931332, -1.389470], [4.121456, 0.604323, -2.439589], [3.610564, -0.219751, -3.445608], [2.321138, -0.681480, -3.386274], [1.494993, -0.287221, -2.307079], [2.014019, 0.520448, -1.354655], [0.207199, -0.696563, -2.087341], [-0.970566, -0.703208, -3.349917], [-1.233986, 1.047837, -3.976521], [-0.568141, -1.777248, -4.840710], [-2.570781, -1.335184, -2.616890], [4.808825, 1.952991, -0.252907], [3.537273, 1.152224, 0.707392], [3.194573, 2.664441, -0.128147], [5.145024, 0.949576, -2.457284], [4.247639, -0.521847, -4.268572], [1.942026, -1.371325, -4.123809], [-0.302697, 1.461498, -4.373555], [-1.569329, 1.699179, -3.165343], [-1.980430, 1.081617, -4.774056], [0.234035, -1.367105, -5.456087], [-1.454617, -1.856616, -5.476433], [-0.286871, -2.787451, -4.533795], [-2.914021, -0.707669, -1.790688], [-2.458041, -2.354530, -2.239594], [-3.358289, -1.343406, -3.374637], [-0.542335, 1.390769, 3.693988], [0.322305, -0.894094, 4.088712], [1.773693, -1.293335, 1.921869], [-1.424911, -2.590240, 3.963104], [1.903900, -1.077621, 5.887752]], "forces_ev_per_a": [[0.4, 0.0, 0.6], [0.0, -0.1, -0.1], [0.1, 0.0, 0.0], [-0.1, 0.2, 0.1], [0.2, -0.3, 0.0], [-0.1, -0.3, -0.1], [-0.1, 0.2, -0.1], [-0.1, 0.2, -0.2], [0.0, 0.0, 0.1], [-0.5, 0.2, -0.2], [0.0, -0.2, 0.2], [0.1, 0.1, 0.0], [0.0, 0.0, 0.0], [0.0, 0.0, 0.0], [-0.1, 0.0, 0.1], [0.0, 0.0, -0.2], [0.1, 0.2, -0.2], [0.0, 0.0, 0.1], [0.0, 0.0, 0.0], [0.0, 0.0, 0.0], [0.0, 0.0, 0.0], [0.0, 0.0, 0.0], [0.0, 0.0, 0.0], [0.0, 0.0, 0.0], [0.0, 0.0, 0.0], [0.0, 0.0, 0.0], [0.0, 0.0, 0.0], [0.0, 0.0, 0.0], [0.0, 0.0, 0.0], [0.0, 0.0, -0.1], [-0.1, 0.0, 0.2], [0.0, 0.0, 0.0], [0.1, 0.0, 0.0], [-0.1, 0.0, 0.0], [0.1, -0.1, -0.2], [-0.2, 0.0, 0.2], [0.1, 0.2, -0.2], [-0.1, -0.1, 0.1], [0.0, 0.0, 0.0], [0.0, 0.0, 0.0], [0.0, 0.0, 0.0], [0.0, 0.0, 0.0], [0.0, 0.0, 0.0], [0.0, 0.0, 0.0], [0.0, 0.0, 0.0], [0.0, 0.0, 0.0], [0.0, 0.0, 0.0], [0.0, 0.0, 0.0], [0.0, 0.0, 0.0], [0.0, 0.0, 0.0], [0.0, 0.0, 0.0], [0.0, 0.0, 0.0], [0.0, 0.0, 0.0], [0.0, 0.0, 0.0], [0.0, 0.0, 0.0], [0.0, 0.0, 0.0], [0.1, -0.1, -0.1], [0.0, 0.0, -0.1], [0.1, -0.2, 0.0], [-0.1, 0.0, -0.1], [0.0, 0.0, 0.0]]}


(3)
{"formula": "C21H27N5ReSe", "method": "ωB97M-V with the def2-TZVPD basis set", "s_squared": 3.78, "homo_energy_ev": [-14.32, -14.52], "multiplicity": 4, "charge": 2, "symbols": ["Re", "N", "C", "C", "N", "C", "C", "N", "H", "H", "H", "H", "H", "H", "H", "H", "H", "H", "H", "H", "H", "N", "C", "C", "C", "C", "C", "C", "C", "C", "C", "C", "C", "C", "H", "H", "H", "H", "H", "H", "H", "H", "H", "H", "Se", "C", "C", "C", "N", "C", "C", "H", "H", "H", "H"], "coordinates": [[-0.525639, -0.506885, 0.676177], [1.150113, -1.987236, 0.403631], [1.478466, -2.650038, 1.694312], [1.308397, -1.649562, 2.821950], [-0.010926, -0.946579, 2.742428], [-1.149163, -1.620120, 3.441391], [-1.718805, -2.756739, 2.612142], [-1.936641, -2.304301, 1.206830], [1.945509, -1.430740, 0.088842], [1.012071, -2.682618, -0.327568], [0.823284, -3.509796, 1.808488], [2.502322, -3.024216, 1.690607], [1.417085, -2.136300, 3.792153], [2.074291, -0.876569, 2.743304], [0.115720, -0.045658, 3.200509], [-0.828336, -1.982170, 4.419216], [-1.910052, -0.854838, 3.603924], [-1.048472, -3.612526, 2.598426], [-2.651408, -3.096456, 3.061791], [-1.937445, -3.113093, 0.590770], [-2.867299, -1.897021, 1.128575], [-0.880457, -0.123130, -1.408645], [0.312163, -0.492821, -2.169591], [0.199077, -1.428486, -3.183555], [1.330776, -1.813618, -3.887463], [2.559192, -1.255566, -3.564549], [2.654394, -0.319300, -2.546658], [1.532822, 0.088872, -1.820481], [1.663140, 1.079489, -0.715082], [2.572395, 2.128759, -0.864178], [2.778729, 3.045646, 0.151486], [2.064406, 2.937336, 1.338863], [1.131230, 1.925766, 1.484247], [0.905819, 0.977718, 0.473752], [-1.699137, -0.574089, -1.815004], [-1.058215, 0.886625, -1.477155], [-0.770494, -1.838562, -3.443899], [1.247983, -2.535652, -4.687740], [3.447278, -1.548420, -4.107346], [3.621640, 0.097004, -2.297087], [3.112739, 2.238470, -1.795643], [3.487074, 3.851107, 0.013391], [2.214552, 3.654174, 2.134956], [0.531947, 1.914939, 2.388990], [-2.389989, 0.954757, 1.344866], [-2.600399, 2.087194, -0.209181], [-1.676247, 3.074568, -0.524830], [-1.901529, 3.818880, -1.678169], [-2.943184, 3.637869, -2.482668], [-3.827270, 2.705142, -2.150259], [-3.705174, 1.894423, -1.024878], [-0.814670, 3.271040, 0.097489], [-1.205425, 4.600053, -1.962461], [-4.679105, 2.590368, -2.810734], [-4.459133, 1.152905, -0.798683]], "forces_ev_per_a": [[0.1, 0.0, 0.0], [0.0, 0.0, 0.0], [0.0, 0.0, 0.0], [0.0, 0.0, 0.0], [0.0, 0.0, 0.0], [0.0, 0.0, 0.0], [0.0, 0.0, 0.0], [0.0, 0.0, 0.0], [0.0, 0.0, 0.0], [0.0, 0.0, 0.0], [0.0, 0.0, 0.0], [0.0, 0.0, 0.0], [0.0, 0.0, 0.0], [0.0, 0.0, 0.0], [0.0, 0.0, 0.0], [0.0, 0.0, 0.0], [0.0, 0.0, 0.0], [0.0, 0.0, 0.0], [0.0, 0.0, 0.0], [0.0, 0.0, 0.0], [0.0, 0.0, 0.0], [0.0, 0.0, 0.0], [0.0, 0.0, 0.0], [0.0, 0.0, 0.0], [0.0, 0.0, 0.0], [0.0, 0.0, 0.0], [0.0, 0.0, 0.0], [0.0, 0.0, 0.0], [0.0, 0.0, 0.0], [0.0, 0.0, 0.0], [0.0, 0.0, 0.0], [0.0, 0.0, 0.0], [0.0, 0.0, 0.0], [-0.1, -0.1, 0.0], [0.0, 0.0, 0.0], [0.0, 0.0, 0.0], [0.0, 0.0, 0.0], [0.0, 0.0, 0.0], [0.0, 0.0, 0.0], [0.0, 0.0, 0.0], [0.0, 0.0, 0.0], [0.0, 0.0, 0.0], [0.0, 0.0, 0.0], [0.0, 0.0, 0.0], [0.0, 0.0, 0.0], [0.0, 0.0, 0.1], [-0.1, -0.1, 0.0], [0.0, 0.1, 0.0], [0.0, 0.0, 0.0], [-0.1, 0.0, 0.0], [0.0, 0.0, 0.0], [0.0, 0.0, 0.0], [0.0, 0.0, 0.0], [0.0, 0.0, 0.0], [0.0, 0.0, 0.0]]}


(4)
{"formula": "C21H27O2OsSi", "method": "ωB97M-V with the def2-TZVPD basis set", "s_squared": 6.06, "homo_energy_ev": [-9.88, -11.64], "multiplicity": 5, "charge": 1, "symbols": ["C", "C", "C", "H", "C", "C", "H", "H", "H", "H", "C", "C", "C", "H", "C", "C", "H", "H", "H", "H", "Os", "O", "C", "C", "H", "H", "H", "H", "C", "C", "C", "H", "C", "H", "C", "H", "C", "H", "C", "Si", "C", "C", "O", "H", "H", "H", "H", "H", "H", "H", "H", "H"], "coordinates": [[0.659997, -1.946828, 1.852252], [-0.656485, -2.084459, 1.329923], [-0.625690, -1.847601, -0.062640], [-1.538092, -2.297446, 1.918111], [0.736272, -1.547642, -0.393389], [1.514015, -1.586013, 0.785276], [2.570750, -1.324608, 0.856268], [0.970672, -2.099140, 2.887196], [-1.502177, -1.845735, -0.713297], [1.064337, -1.300519, -1.404415], [-0.833379, 1.954581, 0.304215], [-0.377802, 2.023254, 1.642755], [1.023657, 1.773120, 1.668247], [-0.996930, 2.296290, 2.491621], [1.419790, 1.461261, 0.347047], [0.277139, 1.601780, -0.491558], [0.289543, 1.518892, -1.577983], [-1.872275, 2.026963, -0.052898], [1.652998, 1.798521, 2.568892], [2.434475, 1.192623, 0.040225], [-0.004791, 0.019468, 0.862884], [-0.638309, -0.094121, -1.940280], [-1.254208, -0.613829, -3.092351], [-0.349860, -1.074068, -4.279429], [-1.893643, -1.485374, -2.870568], [-1.946435, 0.044073, -3.616029], [0.269456, -1.910043, -3.960753], [1.070902, -1.888521, -6.405503], [0.702660, -0.857869, -6.476813], [0.046615, -0.274762, -5.355202], [-0.338937, 1.106312, -5.466910], [-0.751997, 1.589357, -4.591931], [-0.187434, 1.764625, -6.681912], [-0.519584, 2.788600, -6.774183], [0.368833, 1.146760, -7.790148], [0.433322, 1.664730, -8.743353], [0.801325, -0.168432, -7.655280], [1.227273, -0.655954, -8.517101], [1.465680, -0.547226, 5.426857], [-0.357637, -0.049063, 5.091506], [-1.461773, -1.302685, 6.016058], [-0.614466, 1.653417, 5.923303], [-0.698830, -0.007841, 3.523340], [1.661967, -0.629529, 6.511078], [2.162485, 0.207383, 5.020443], [1.712540, -1.520722, 4.968395], [-1.353755, -1.237140, 7.111420], [-2.521025, -1.120775, 5.772170], [-1.225289, -2.337157, 5.718026], [0.135155, 2.385050, 5.575754], [-1.615325, 2.048383, 5.677273], [-0.535747, 1.589662, 7.023375]], "forces_ev_per_a": [[0.0, 0.0, 0.8], [-0.2, -0.3, 0.5], [-0.8, -0.4, -0.6], [0.1, 0.0, 0.0], [-0.1, -0.3, -1.6], [0.6, 0.0, 0.2], [-0.4, -0.3, 0.0], [-0.2, 0.2, -0.5], [0.6, -0.3, 0.3], [0.1, -0.2, 0.6], [-1.4, -0.2, -0.7], [0.0, 1.3, 0.8], [0.0, 0.5, 1.5], [0.2, -0.3, -0.1], [1.3, 0.9, -0.4], [0.6, 1.2, -1.6], [0.1, 0.1, 0.7], [0.8, 0.2, 0.2], [-0.4, -0.1, -0.6], [-0.5, 0.2, 0.1], [0.9, -1.7, 2.7], [-1.8, -0.7, -2.9], [0.9, -0.4, -2.4], [0.7, 0.0, 3.0], [0.1, 0.1, 0.6], [-0.5, 0.8, 0.9], [-0.1, -0.4, -0.7], [-0.3, 0.4, 0.0], [-0.1, -0.3, 0.6], [-0.4, 0.9, -0.7], [0.2, -1.0, -0.6], [-0.1, 0.2, -0.2], [-0.2, 0.5, 0.6], [0.0, 0.1, 0.1], [-0.2, -0.2, 0.2], [0.0, -0.1, 0.2], [0.4, 0.0, -0.6], [0.2, -0.1, -0.1], [0.2, 0.0, -0.6], [0.6, 0.3, 3.9], [-0.1, -0.1, -0.5], [0.0, -0.2, -0.4], [-0.4, -0.3, -1.9], [-0.4, 0.1, -0.4], [-0.3, -0.3, 0.1], [-0.1, 0.3, 0.2], [0.1, 0.2, -0.4], [0.3, -0.1, 0.1], [-0.1, 0.3, 0.1], [-0.3, -0.2, 0.1], [0.3, -0.1, 0.1], [0.0, -0.1, -0.5]]}


In Ha, the electronic energy values for the records above are, in order, -1905.5793 -11360.0594 -3569.4230 -1346.5904.